i.
An isolated molecule of C2H3NOS. Source: the Open Molecules 2025 dataset; level of theory: ωB97M-V/def2-TZVPD.

The geometry in XYZ format:
```
8
C2H3NOS ωB97M-V/def2-TZVPD
C 1.00239 -0.12008 0.12142
N -0.28700 -0.11475 0.72379
S -1.45445 -1.21086 0.07299
C -1.35900 0.42013 -0.08782
O -1.90435 1.41947 -0.41404
H 0.86608 -0.58458 -0.85567
H 1.25551 0.88280 -0.12849
H 1.88083 -0.69213 0.56783
```

HOMO   -9.459 eV
Frontier orbital gap   0.3588 Ha
Net charge   0
E_LUMO   0.3 eV
SMILES   CN1SC1=O


ii.
A structure of composition C2H3NOS. Source: the Open Molecules 2025 dataset; level of theory: ωB97M-V/def2-TZVPD.

The geometry in XYZ format:
```
8
C2H3NOS ωB97M-V/def2-TZVPD
C -0.72726 0.83819 0.05853
C 1.03655 -0.74310 -0.02990
H -0.82070 1.46816 0.94116
H -1.19033 1.28610 -0.76656
H 2.15390 -0.92143 -0.06233
N 0.17877 -1.65472 0.05775
O 0.72242 0.51010 -0.12897
S -1.35334 -0.78329 -0.06968
```

HOMO   -8.548 eV
Frontier orbital gap   0.3429 Ha
Net charge   0
E_LUMO   0.8 eV


iii.
An isolated molecule of C2H3NOS. Source: the Open Molecules 2025 dataset; level of theory: ωB97M-V/def2-TZVPD.

The geometry in XYZ format:
```
8
C2H3NOS ωB97M-V/def2-TZVPD
C 1.09102 -0.80940 -0.05685
N 0.11789 -1.64255 0.03881
S -1.48353 -0.73179 -0.00980
C -0.70770 0.90916 -0.00312
O 0.75752 0.56917 0.01459
H 2.05997 -1.22536 -0.00556
H -0.87882 1.46899 0.94346
H -0.95634 1.46177 -0.92153
```

HOMO   -8.780 eV
Frontier orbital gap   0.3488 Ha
Net charge   0
E_LUMO   0.7 eV
SMILES   C1=NSCO1


Which structure is most stable, and how do the rest compare? From most to least stable: ii, iii, i.


i.
A cluster of 2 separate species, C2H5N3S in total. Source: the Open Molecules 2025 dataset; level of theory: ωB97M-V/def2-TZVPD.

The geometry in XYZ format:
```
11
C2H5N3S ωB97M-V/def2-TZVPD
C -1.13503 0.47057 0.68981
C 0.88155 0.14868 -0.49433
N -1.24779 1.76498 0.43279
N -2.10130 2.05556 -0.45453
N -2.13608 -0.31601 0.08513
S -2.91051 0.73264 -1.05905
H -0.70311 -0.07203 1.49488
H 1.37586 1.16800 -0.34591
H 0.43892 0.00932 -1.46503
H 1.27102 -0.75348 0.07956
H -2.06635 -1.28092 -0.12391
```

HOMO (spin up / spin down)   -7.821 / -7.088 eV
Frontier orbital gap (spin up / spin down)   0.2893 / 0.2629 Ha
Net charge   0
E_LUMO (spin up / spin down)   0.0 / 0.1 eV


ii.
An isolated molecule of C2H5N3S. Source: the Open Molecules 2025 dataset; level of theory: ωB97M-V/def2-TZVPD.

The geometry in XYZ format:
```
11
C2H5N3S ωB97M-V/def2-TZVPD
C -1.16898 -1.12831 0.35704
N -1.52010 -0.38871 -0.54683
N -0.67707 0.72209 -0.82225
C 0.32984 1.32381 0.00190
N 1.53409 0.86959 0.30623
S 1.70667 -0.68509 -0.60014
H -0.16576 -1.06054 0.97197
H -1.37333 -2.10550 0.61089
H -1.62223 1.31613 -1.05616
H -0.01943 2.29146 0.50958
H 2.97631 -1.15493 0.26776
```

HOMO   -8.943 eV
Frontier orbital gap   0.3449 Ha
Net charge   0
E_LUMO   0.4 eV
SMILES   C=NN/C=N\S


Which structure is most stable, and how do the rest compare? From most to least stable: i, ii.


i.
An isolated molecule of C2H5N3S. Source: the Open Molecules 2025 dataset; level of theory: ωB97M-V/def2-TZVPD.

The geometry in XYZ format:
```
11
C2H5N3S ωB97M-V/def2-TZVPD
H -0.50185 1.32077 0.72149
N -1.49808 1.32925 0.25997
C -1.59224 0.15019 -0.31175
N -0.54119 -0.77367 -0.00517
N 0.59518 -0.36609 0.63025
C 1.54624 0.06098 -0.22917
S 3.21454 0.36940 -0.03359
H -2.44631 -0.05473 -0.96980
H -0.51072 -1.62400 -0.53233
H 0.79391 -0.83432 1.62077
H 0.94052 0.42221 -1.15068
```

HOMO   -8.904 eV
Frontier orbital gap   0.3277 Ha
Net charge   0
E_LUMO   0.0 eV
SMILES   [H]/N=C\NNC=S


ii.
An isolated molecule of C2H5N3S. Source: the Open Molecules 2025 dataset; level of theory: ωB97M-V/def2-TZVPD.

The geometry in XYZ format:
```
11
C2H5N3S ωB97M-V/def2-TZVPD
H -3.02556 -0.82857 0.33894
N -2.49016 0.06296 0.24781
C -1.26157 -0.62148 -0.10926
N -0.08485 0.13746 -0.36774
S -0.61738 1.89307 -0.20642
C 1.20485 -0.29307 -0.15484
N 2.23183 0.49547 0.25227
H 3.14665 -0.08473 0.18876
H -1.03275 -1.77230 -0.19312
H 0.58369 2.48763 0.76277
H 1.34525 -1.47642 -0.75917
```

HOMO   -8.945 eV
Frontier orbital gap   0.3412 Ha
Net charge   0
E_LUMO   0.3 eV
SMILES   [H]/N=C/N(S)/C=N/[H]


Which structure is most stable, and how do the rest compare? From most to least stable: i, ii.


i.
A cluster of 2 separate species, C2H3ClFI in total. Source: the Open Molecules 2025 dataset; level of theory: ωB97M-V/def2-TZVPD.

The geometry in XYZ format:
```
8
C2H3ClFI ωB97M-V/def2-TZVPD
C 0.31604 -0.98049 -0.80384
C -0.51130 0.03890 -0.71264
F -0.18046 1.27280 -1.11344
Cl -2.10695 -0.01331 -0.06966
H 0.02788 -1.95467 -0.46332
H 1.29917 -0.84586 -1.21313
I 1.05453 0.76839 2.59203
H 0.10110 1.71424 1.78400
```

HOMO   -9.714 eV
Frontier orbital gap   0.3795 Ha
Net charge   0
E_LUMO   0.6 eV
SMILES   C=C(F)Cl.I


ii.
An isolated molecule of C2H3ClFI. Source: the Open Molecules 2025 dataset; level of theory: ωB97M-V/def2-TZVPD.

The geometry in XYZ format:
```
8
C2H3ClFI ωB97M-V/def2-TZVPD
C -0.07691 -0.89041 0.17288
C -0.05290 0.58102 -0.03422
F -1.25493 1.05783 0.15871
Cl 1.07614 1.63799 1.10837
I 0.58273 1.06992 -2.07998
H 1.00622 -1.07128 0.39550
H -0.75395 -1.01402 0.98658
H -0.52639 -1.37104 -0.70783
```

HOMO   -9.825 eV
Frontier orbital gap   0.3579 Ha
Net charge   0
E_LUMO   -0.1 eV
SMILES   C[C@@](F)(Cl)I


Which structure is most stable, and how do the rest compare? From most to least stable: ii, i.